32
Properties=species:S:1:pos:R:3:forces:R:3:nbo_charge:R:1 method="wB97M-V/def2-TZVPD" orbital_gap_ev=9.1 e_above_lowest_kj_mol=0.00 e_homo_ev=-8.76 max_force_ev_per_a=7.70 smiles="[H]/N=C(/N)SCCCCCCS/C(N)=N/[H]"
C 1.727 -3.624 -0.712 1.2 0.6 -5.9 0.2922
C -0.616 -2.094 -1.526 -0.8 1.3 -4.2 -0.6018
C -0.152 -0.771 -2.356 -0.8 -4.1 -1.3 -0.4179
C 0.061 0.453 -1.715 -0.3 5.6 -0.1 -0.3996
C -1.121 1.297 -1.086 2.0 -0.5 1.0 -0.4185
C -1.351 0.885 0.429 -0.1 1.0 1.5 -0.4177
C -0.047 0.856 1.434 -0.1 -2.1 -2.9 -0.5710
C -0.833 3.517 2.673 1.1 -2.2 -1.2 0.3376
H 2.778 -3.335 0.877 -0.6 1.2 3.0 0.3708
H 3.971 -3.782 -0.080 -4.1 -0.3 -1.3 0.4287
H 2.545 -4.263 -2.318 2.5 -1.2 -0.7 0.3320
H -0.501 -2.794 -2.484 -0.9 0.5 2.7 0.2886
H -1.692 -1.822 -1.170 1.9 -1.3 -0.4 0.2429
H -0.719 -0.745 -3.271 -1.6 0.2 0.0 0.2063
H 0.712 -1.050 -2.888 2.0 -0.6 0.0 0.2194
H 0.583 1.303 -2.353 -0.8 -2.2 0.5 0.2041
H 0.790 0.275 -0.987 1.1 0.0 1.5 0.2004
H -0.629 2.290 -1.245 -1.2 -0.3 1.0 0.2160
H -2.061 1.285 -1.655 0.3 -0.2 0.1 0.2149
H -1.974 -0.080 0.515 1.0 1.4 -0.1 0.2078
H -1.875 1.740 0.993 -0.2 -1.4 -1.2 0.2131
H 0.883 0.340 0.869 -1.9 1.4 1.5 0.2414
H -0.236 0.206 2.298 -0.1 0.4 -0.1 0.2179
H -0.390 2.263 4.323 0.6 -0.2 -0.2 0.4229
H -1.673 3.629 4.586 3.1 -2.8 -2.4 0.3933
H -1.208 4.345 1.147 0.1 0.6 -1.1 0.3590
N 2.846 -3.782 0.038 3.5 -0.8 0.9 -0.8456
N 1.728 -3.878 -1.994 -3.3 1.2 2.4 -0.7441
N -0.899 3.003 3.905 -5.1 4.5 3.6 -0.8257
N -1.452 4.472 2.103 0.1 -0.8 1.6 -0.7068
S 0.336 -2.654 -0.153 0.3 -0.1 2.2 0.2311
S 0.471 2.513 1.804 1.2 1.1 -0.5 0.1082

29
Properties=species:S:1:pos:R:3:forces:R:3:nbo_charge:R:1 method="wB97M-V/def2-TZVPD" total_charge=+1 orbital_gap_ev=12.2 e_above_lowest_kj_mol=0.00 e_homo_ev=-14.77 max_force_ev_per_a=4.36
C -1.830 1.181 0.973 -0.2 -0.1 0.5 0.8178
C -3.182 0.638 1.235 0.0 -0.2 -4.0 -0.7022
C 2.132 1.340 -2.150 0.2 2.6 -0.9 -0.6111
C -0.481 -2.497 -0.876 2.6 2.4 1.1 -0.5760
C 0.481 -0.610 2.389 -0.9 0.3 1.6 -0.6498
C 0.918 1.612 -1.279 0.0 -1.5 0.1 -0.7354
C 0.470 -1.307 -1.444 0.8 -3.0 3.1 -0.7675
C 1.193 -0.048 1.226 -0.1 1.9 -2.2 -0.7495
O -1.267 0.372 -0.002 1.6 -1.2 -1.4 -0.8205
O -1.283 2.133 1.417 0.4 0.0 -0.1 -0.5168
P 0.304 0.131 -0.360 0.2 1.2 0.5 1.8810
H -3.155 -0.443 1.430 -0.2 0.4 -0.3 0.2514
H -3.706 0.915 0.175 0.7 -1.0 2.6 0.2632
H -3.592 1.183 1.996 -1.4 1.2 1.9 0.2477
H 3.044 1.104 -1.631 0.3 0.2 0.5 0.2254
H 1.956 0.548 -2.796 -0.3 -1.4 -1.5 0.2075
H 2.300 2.290 -2.809 -0.1 -1.8 1.2 0.2515
H -0.354 -3.475 -1.244 0.3 -0.8 -1.0 0.2481
H -0.226 -2.534 0.188 0.1 -0.3 0.1 0.2014
H -1.458 -2.167 -0.854 -2.3 0.4 -0.5 0.2193
H 0.943 -1.439 2.857 0.8 -1.3 -0.2 0.2456
H 0.638 0.106 3.157 -0.5 0.9 0.9 0.2504
H -0.577 -0.868 2.371 0.0 0.4 -0.5 0.2245
H 0.051 1.854 -1.895 0.1 0.5 0.1 0.2599
H 1.226 2.386 -0.610 -0.7 0.6 0.7 0.2689
H 0.326 -1.013 -2.423 -0.5 0.4 -2.1 0.2523
H 1.560 -1.729 -1.333 -1.8 1.2 -0.2 0.2815
H 1.992 -0.692 0.977 1.4 -0.4 -0.4 0.2605
H 1.577 1.028 1.317 -0.4 -1.6 0.5 0.2709

29
Properties=species:S:1:pos:R:3:forces:R:3:mulliken_spin:R:1 method="wB97M-V/def2-TZVPD" orbital_gap_ev="4.7 / 7.7" e_above_lowest_kj_mol=95.81 e_homo_ev="-3.92 / -9.88" max_force_ev_per_a=4.20 multiplicity=3
C -0.859 2.381 0.423 0.2 3.7 -1.6 0.2421
C 0.563 1.861 0.553 0.4 -0.3 0.9 -0.0388
C -1.916 1.415 0.695 -2.3 -1.5 3.1 0.0271
C -0.543 -0.951 -0.118 -0.9 -3.0 -2.8 0.0316
C -0.930 -1.624 1.197 0.7 -0.1 -1.7 0.0975
C -0.462 -2.225 -1.329 0.9 0.8 4.0 0.0730
C 2.335 -0.820 0.791 -0.4 2.6 0.2 0.0254
C 1.658 0.635 -1.956 -1.1 -0.3 1.0 0.0287
O -3.181 -0.720 -0.337 -1.7 -1.3 0.9 0.5917
Si 0.991 0.185 -0.209 0.6 -0.1 -0.4 -0.0008
S -1.990 0.147 -0.625 2.9 2.1 -0.4 1.0460
H -0.991 3.378 1.013 0.1 -1.8 -0.4 -0.0385
H -1.056 2.787 -0.637 0.6 -0.7 1.2 -0.0213
H 1.241 2.653 0.245 0.3 -0.1 -0.4 -0.0143
H 0.849 1.726 1.606 -0.4 0.2 0.3 0.0017
H -1.698 0.878 1.701 0.0 0.2 -1.7 -0.0140
H -2.917 1.823 1.028 0.8 0.0 -1.1 -0.0003
H -0.766 -0.956 1.976 -0.3 1.1 1.8 -0.0122
H -0.275 -2.431 1.349 1.2 -1.2 0.3 -0.0139
H -1.888 -2.082 1.149 -1.0 0.1 0.1 0.0190
H -1.424 -2.721 -1.336 -0.3 0.2 -0.2 -0.0042
H 0.296 -3.015 -0.948 -0.9 1.5 -0.8 0.0052
H -0.191 -1.750 -2.235 0.3 0.0 -1.0 -0.0039
H 3.003 0.013 1.187 -0.5 -1.2 -0.2 -0.0001
H 1.877 -1.361 1.627 0.3 0.1 -0.2 -0.0018
H 2.926 -1.441 0.144 0.2 -0.5 -0.2 -0.0004
H 0.781 0.806 -2.577 0.0 0.2 -0.3 -0.0168
H 2.295 1.499 -1.970 0.0 0.8 0.4 -0.0094
H 2.273 -0.091 -2.409 0.5 -1.4 -0.6 0.0016

27
Properties=species:S:1:pos:R:3:forces:R:3:nbo_charge:R:1 method="wB97M-V/def2-TZVPD" orbital_gap_ev=9.4 e_above_lowest_kj_mol=5.48 e_homo_ev=-8.43 max_force_ev_per_a=0.65 smiles=C1CCSC1.CCCC
S -2.563 0.466 0.543 0.1 0.0 -0.1 0.1573
C -1.994 -1.124 -0.159 0.1 -0.5 0.4 -0.5213
C -2.543 1.325 -1.071 -0.2 0.6 -0.1 -0.5220
C -2.158 -1.002 -1.671 -0.1 -0.4 -0.3 -0.4123
C -1.755 0.427 -2.020 0.3 0.2 -0.3 -0.4125
H -0.935 -1.293 0.117 -0.5 0.1 -0.1 0.2053
H -2.591 -1.948 0.277 0.3 0.5 -0.3 0.2272
H -3.582 1.469 -1.426 0.5 -0.1 0.2 0.2085
H -2.089 2.327 -0.945 -0.2 -0.5 -0.1 0.2266
H -1.549 -1.758 -2.204 -0.3 0.4 0.2 0.2181
H -3.217 -1.168 -1.947 0.4 0.1 0.1 0.2046
H -1.960 0.681 -3.077 0.1 -0.1 0.5 0.2184
H -0.670 0.561 -1.846 -0.4 0.0 -0.1 0.2051
C 1.723 1.793 0.211 0.0 0.0 -0.1 -0.6086
C 2.220 -1.645 1.993 0.0 0.0 0.1 -0.6027
C 2.118 0.329 0.397 0.1 -0.1 -0.1 -0.3912
C 1.825 -0.181 1.806 -0.1 0.1 0.1 -0.3974
H 1.946 2.134 -0.815 -0.1 0.0 0.4 0.2060
H 2.279 2.429 0.921 -0.2 -0.1 -0.3 0.2028
H 0.643 1.920 0.396 0.3 0.0 0.0 0.2072
H 3.300 -1.772 1.808 -0.4 -0.1 0.1 0.2008
H 1.665 -2.281 1.283 0.2 0.1 0.3 0.1980
H 1.997 -1.986 3.019 0.1 0.0 -0.4 0.2098
H 1.568 -0.297 -0.330 0.3 0.2 0.2 0.1867
H 3.200 0.210 0.193 -0.4 0.0 0.0 0.1928
H 2.376 0.445 2.534 -0.3 -0.2 -0.2 0.1936
H 0.743 -0.062 2.011 0.4 0.0 0.0 0.1995

47
Properties=species:S:1:pos:R:3:forces:R:3:mulliken_spin:R:1 method="wB97M-V/def2-TZVPD" orbital_gap_ev="9.5 / 6.1" e_above_lowest_kj_mol=0.00 e_homo_ev="-9.65 / -9.49" max_force_ev_per_a=1.13 multiplicity=2
Ag -0.229 -0.051 -0.161 0.1 1.1 0.4 0.4205
C 0.959 1.607 2.635 0.0 0.1 0.0 -0.0060
C -0.288 2.482 2.619 0.0 0.0 0.0 -0.0014
S -1.689 1.694 1.788 -0.2 -0.1 0.0 0.0105
C -2.251 3.021 0.709 0.0 0.0 0.0 0.0034
C -1.237 3.554 -0.300 0.0 0.0 0.0 0.0009
S -0.429 2.325 -1.356 0.1 -0.4 -0.1 0.1499
C 1.306 2.795 -1.186 -0.1 0.1 0.0 -0.0049
C 1.952 2.625 0.179 0.1 0.0 0.1 0.0005
S 1.637 1.058 1.055 -0.2 -0.3 -0.3 0.2269
H 0.773 0.672 3.166 0.0 0.0 0.0 0.0005
H 1.771 2.125 3.149 0.0 0.0 0.1 0.0109
H -0.089 3.440 2.140 0.0 0.0 0.0 0.0002
H -0.574 2.690 3.650 0.1 0.0 0.0 -0.0002
H -2.609 3.851 1.320 0.0 0.0 -0.1 0.0008
H -3.117 2.598 0.197 0.0 0.0 0.0 0.0004
H -0.449 4.123 0.192 0.0 0.0 0.0 -0.0014
H -1.752 4.238 -0.975 0.0 0.0 0.0 0.0059
H 1.394 3.839 -1.489 0.0 0.0 0.0 0.0029
H 1.817 2.200 -1.930 0.0 0.0 -0.1 0.0001
H 1.679 3.425 0.868 0.0 0.0 0.0 -0.0001
H 3.031 2.652 0.028 0.0 0.0 0.0 0.0040
C -3.217 -3.341 0.339 0.0 0.0 0.0 -0.0005
C -1.721 -3.462 0.097 0.0 -0.1 0.1 0.0027
O -1.410 -4.841 -0.080 -0.2 0.1 0.0 -0.0002
P -0.731 -2.838 1.529 0.0 0.0 -0.1 -0.0007
O -1.284 -3.672 2.763 0.2 0.2 -0.1 0.0018
O 0.732 -3.394 1.296 -0.1 -0.1 0.4 0.0011
O -0.788 -1.355 1.738 0.1 -0.4 0.0 0.0237
P -1.101 -2.421 -1.293 0.0 0.0 0.1 -0.0056
O -1.498 -3.206 -2.612 0.0 0.1 0.0 0.0032
O 0.390 -2.357 -1.089 -0.1 0.0 -0.2 0.0181
O -1.789 -1.057 -1.220 0.2 -0.3 -0.1 0.1229
H -3.505 -3.913 1.221 0.0 0.0 0.0 0.0001
H -3.746 -3.741 -0.526 0.0 0.0 0.0 0.0001
H -3.499 -2.298 0.474 0.0 0.0 0.0 0.0006
H -0.493 -4.940 -0.363 0.1 0.0 0.0 0.0001
H -0.990 -3.319 3.613 0.0 0.0 0.0 -0.0005
H 1.070 -3.029 0.447 0.0 0.0 -0.1 -0.0011
H -0.778 -3.183 -3.259 -0.1 0.0 0.0 0.0002
F 1.939 0.007 -1.431 0.0 0.0 0.0 0.0086
Sb 3.285 -0.118 -2.808 0.2 -0.2 0.1 0.0009
F 4.201 -1.339 -1.720 0.1 -0.1 0.1 0.0001
F 4.612 -0.124 -4.119 0.2 0.0 -0.2 0.0000
F 4.122 1.327 -1.905 0.0 0.2 0.1 0.0002
F 2.252 1.152 -3.746 -0.2 0.2 -0.2 0.0001
F 2.339 -1.500 -3.649 -0.2 -0.1 0.0 -0.0001

50
Properties=species:S:1:pos:R:3:forces:R:3:nbo_charge:R:1 method="wB97M-V/def2-TZVPD" total_charge=+1 orbital_gap_ev=1.2 e_homo_ev=-11.39 max_force_ev_per_a=5.01
Zr 28.242 12.928 1.073 1.6 -1.2 1.3 1.8481
C 25.867 14.724 6.259 -2.1 0.2 1.1 0.8018
F 25.208 15.435 7.169 0.4 0.4 -0.7 -0.2843
F 26.949 14.251 6.888 -1.1 -0.7 -1.4 -0.2833
F 24.884 13.807 5.832 3.0 1.0 0.2 -0.3104
S 26.388 15.901 4.775 -1.5 1.2 -2.7 1.9958
O 25.618 15.535 3.559 1.3 0.0 2.3 -0.9062
O 26.282 17.317 5.209 0.6 -3.8 -0.8 -0.7958
N 28.007 15.216 4.379 -1.2 2.3 2.9 -0.8937
S 28.952 16.191 5.421 2.5 1.2 1.9 2.0165
O 29.613 17.139 4.543 -0.8 -0.3 0.0 -0.8359
O 28.432 16.696 6.722 0.5 -1.7 -3.1 -0.8016
C 30.483 15.156 6.023 -0.3 1.8 1.4 0.7991
F 31.438 15.941 6.561 -0.8 0.7 -0.8 -0.3032
F 30.102 14.400 7.001 -0.9 -1.5 0.8 -0.2931
F 31.027 14.503 5.068 0.5 -1.3 -1.9 -0.2933
C 23.580 8.514 1.407 0.7 0.9 -0.7 -0.7440
C 24.638 9.628 1.275 -3.0 -2.9 0.4 0.7704
O 25.001 10.300 2.236 1.1 1.5 1.3 -0.3337
O 25.193 9.960 0.227 1.0 0.7 -1.2 -0.3947
H 23.156 8.358 0.415 0.2 -0.2 -0.2 0.2602
H 22.725 8.802 2.019 0.4 0.2 0.4 0.2677
H 24.044 7.596 1.767 0.0 0.1 0.0 0.2691
B 30.337 10.558 2.941 -0.7 0.4 -0.6 -0.7907
H 30.966 9.878 3.495 1.9 -2.6 2.2 0.0936
H 29.861 10.032 2.128 -1.9 -2.5 -3.7 0.0070
H 29.625 11.090 3.553 -3.1 2.3 3.2 0.0030
H 30.896 11.355 2.477 2.5 3.7 -2.2 0.0126
Br 26.122 5.661 7.249 0.2 -0.2 -0.1 -0.0098
C 26.293 7.042 8.596 1.1 -0.1 0.8 -0.4458
C 27.794 7.487 8.691 -0.7 -0.5 -1.0 -0.4562
Br 28.158 8.790 10.122 -0.3 -0.5 -0.8 0.0073
H 26.047 6.582 9.553 -0.3 0.1 -0.2 0.2278
H 25.534 7.758 8.281 0.6 0.4 0.4 0.2310
H 28.128 7.794 7.700 -0.1 1.0 0.2 0.2205
H 28.459 6.636 8.834 -0.4 -0.1 0.7 0.2295
Br 37.984 8.963 6.832 -1.5 -0.4 0.1 -0.0136
C 36.079 8.205 6.866 1.2 1.0 1.3 -0.4042
C 35.581 7.973 5.507 0.3 -1.7 -0.4 -0.4245
Br 36.657 6.473 4.682 -0.5 1.0 0.1 0.0011
H 35.426 8.935 7.344 0.3 0.4 0.0 0.2296
H 36.120 7.368 7.563 0.2 -0.2 -0.5 0.2371
H 35.558 8.893 4.923 0.1 -0.5 -0.3 0.2370
H 34.612 7.483 5.605 -0.2 0.4 -0.3 0.2374
O 30.186 11.210 -1.657 -0.5 0.5 0.4 -0.9749
H 29.847 11.150 -2.550 -0.1 0.0 -0.3 0.4848
H 30.995 10.699 -1.673 0.3 -0.2 0.2 0.4976
O 31.439 14.882 0.623 -0.7 -0.3 0.0 -0.9765
H 31.873 15.634 1.029 0.0 0.3 0.3 0.4966
H 32.115 14.483 0.076 0.2 -0.2 -0.2 0.4871

35
Properties=species:S:1:pos:R:3:forces:R:3:nbo_charge:R:1 method="wB97M-V/def2-TZVPD" total_charge=-1 orbital_gap_ev=5.7 e_homo_ev=-3.99 max_force_ev_per_a=2.49
C 3.820 -0.029 1.534 0.0 0.2 0.0 -0.3228
C 3.776 -0.111 0.176 0.0 -0.6 0.0 -0.5563
P 2.185 0.152 -0.642 -0.5 -2.0 1.4 1.6106
O 1.494 1.560 -0.329 0.1 0.0 0.2 -0.9667
Br 3.491 1.281 -2.389 0.4 0.2 -0.5 -0.4972
O 1.385 -0.715 0.550 -0.1 0.2 -0.3 -0.8596
C 0.107 -0.351 1.078 -0.6 -0.6 0.4 -0.0584
C -1.017 -0.338 0.046 -0.4 -0.2 0.0 -0.2494
C -1.389 -1.792 -0.334 0.3 0.0 0.2 -0.6183
C -2.235 0.449 0.567 -0.1 0.3 -0.1 -0.2332
C -3.313 0.537 -0.517 0.4 0.2 0.0 -0.6061
C -1.859 1.887 0.929 1.0 -0.3 -0.3 -0.5954
B 1.604 -1.047 -2.051 -0.2 0.4 -0.3 0.9289
O 0.822 -0.643 -3.102 0.0 -0.3 0.2 -0.9343
O 2.025 -2.341 -1.891 -0.3 -0.1 -0.2 -0.9359
H 3.271 -0.707 2.176 -1.5 1.1 0.0 0.2166
H 4.386 0.755 2.031 1.5 -1.0 0.1 0.1947
H 4.645 -0.304 -0.437 0.3 1.7 -0.2 0.2366
H 2.140 2.235 -0.086 0.0 0.1 -0.3 0.5177
H 0.120 0.538 1.702 0.4 0.3 -0.4 0.2085
H -0.148 -1.154 1.775 0.1 0.0 0.1 0.1817
H -0.704 0.186 -0.869 0.2 0.1 0.1 0.1729
H -0.958 -2.500 0.379 0.1 0.0 0.0 0.1997
H -1.017 -2.092 -1.318 -0.2 0.0 -0.1 0.1799
H -2.463 -1.949 -0.288 0.0 0.0 -0.2 0.2228
H -2.623 0.014 1.493 -0.1 0.0 0.0 0.2814
H -2.929 1.183 -1.317 0.0 -0.1 -0.1 0.1804
H -3.579 -0.419 -0.968 -0.2 0.0 0.1 0.1814
H -4.190 1.040 -0.116 -0.1 -0.2 0.1 0.2253
H -2.738 2.516 0.999 0.0 0.0 0.1 0.2291
H -1.142 2.251 0.175 -0.2 0.2 -0.2 0.1540
H -1.360 1.918 1.891 -0.3 0.1 0.2 0.2450
H -0.103 -0.554 -2.839 0.0 0.2 -0.2 0.5165
H 1.587 -2.756 -1.137 0.4 0.1 0.2 0.5218
F -3.093 1.300 3.127 -0.2 -0.2 0.3 -0.9718

32
Properties=species:S:1:pos:R:3:forces:R:3:nbo_charge:R:1 method="wB97M-V/def2-TZVPD" total_charge=+2 orbital_gap_ev=3.5 e_above_lowest_kj_mol=522.42 e_homo_ev=-15.60 max_force_ev_per_a=4.97
C 3.429 -2.595 0.648 -0.3 0.4 0.1 -0.6611
C 3.757 -0.983 0.948 0.0 -2.4 0.9 -0.0970
O 3.338 -0.264 -0.271 -2.0 0.8 0.8 -0.5307
C 1.881 -0.070 -0.327 -0.1 -0.2 0.6 -0.0922
C 1.425 1.240 -1.261 1.1 -0.9 0.1 -0.0955
O 0.770 2.267 -0.436 -2.2 -1.7 -1.7 -0.4193
C -0.704 2.210 -0.549 0.7 0.1 -3.1 -0.2423
B -1.281 1.344 0.724 0.3 -0.5 -0.5 -0.0703
C -2.854 0.878 0.593 -4.7 1.6 0.6 -0.4970
C -2.854 -0.661 -0.023 1.9 -0.7 0.3 -0.1706
C -4.361 -1.327 0.192 -0.9 0.7 1.0 -0.5880
Cl -2.394 -0.645 -1.827 -0.4 0.0 2.3 0.0433
H 3.536 -2.760 -0.512 0.2 0.1 2.4 0.2293
H 2.302 -2.869 0.909 2.4 0.7 -0.4 0.2078
H 4.138 -3.270 1.299 -1.4 1.3 -1.5 0.2557
H 3.146 -0.707 1.912 1.1 0.0 -2.0 0.1926
H 4.912 -0.828 1.198 -2.7 -0.1 -1.1 0.2411
H 1.308 -1.015 -0.775 1.3 1.9 1.0 0.2272
H 1.526 0.190 0.761 0.4 -0.7 -2.0 0.2220
H 2.443 1.724 -1.650 -2.1 -1.9 2.0 0.0912
H 0.806 0.901 -2.205 0.9 0.8 2.0 0.2216
H -1.078 1.861 -1.602 1.0 0.8 1.7 0.2392
H -1.077 3.338 -0.431 0.4 -2.1 0.5 0.3370
H -1.149 1.974 1.734 -0.8 -0.6 1.6 0.1876
H -0.648 0.338 0.880 1.7 0.2 0.0 0.1160
H -3.350 0.785 1.675 1.2 0.3 -2.3 0.2875
H -3.542 1.621 -0.003 1.2 -1.8 1.0 0.2733
H -2.101 -1.316 0.630 -1.4 1.3 -1.9 0.2698
H -4.432 -2.443 -0.197 0.7 2.4 0.6 0.3005
H -4.527 -1.335 1.372 0.2 0.1 -2.7 0.2596
H -5.134 -0.640 -0.357 1.4 -1.4 1.2 0.2582
Tl 2.766 3.057 -3.046 0.7 1.5 -1.5 1.0035